Below is one molecule with the formula C5H7N, with properties calculated with wB97M-V/def2-TZVPD.

```
13
Properties=species:S:1:pos:R:3:forces:R:3:lowdin_charge:R:1
C 1.184 -0.362 -0.052 0.0 0.0 0.0 -0.16
C 0.684 -0.194 1.364 -0.1 0.0 0.2 -0.17
C -0.011 1.614 -0.988 -0.4 -0.4 -0.2 0.20
C -0.065 0.143 -0.789 0.2 0.3 0.1 -0.44
C -1.191 -0.309 0.179 -0.2 0.0 -0.1 -0.19
N -0.581 -0.182 1.510 0.4 0.0 -0.1 0.05
H 1.391 -1.426 -0.239 0.0 0.2 0.0 0.12
H 2.075 0.223 -0.291 -0.1 -0.1 0.1 0.10
H 1.342 -0.078 2.225 -0.1 -0.1 -0.1 0.11
H -1.054 1.908 -1.237 0.1 0.0 -0.1 0.01
H -0.203 -0.274 -1.805 0.0 0.1 0.1 0.15
H -1.469 -1.359 0.014 0.0 0.2 0.0 0.12
H -2.102 0.297 0.109 0.2 -0.1 0.0 0.11
```
Positions in Å, forces in eV/Å.

The calculation puts the energy above the lowest of the compared OMol25 structures with the same formula, charge and spin at 104.70 kcal per mole. The calculated total energy is -249.306382 Ha. Its HOMO energy (alpha / beta) is -8.9 / -8.9 eV. The orbital gap (alpha / beta) comes out at 0.3066 / 0.3078 Eh.

Below is one molecule with the formula C18H26ClN3, with properties calculated with wB97M-V/def2-TZVPD.

```
48
Properties=species:S:1:pos:R:3:forces:R:3:lowdin_charge:R:1
C -2.873 2.515 -0.823 0.2 0.0 -0.2 -0.08
H -2.574 1.891 0.016 0.0 -0.1 0.1 0.06
H -3.077 3.518 -0.458 -0.1 0.1 0.1 0.08
H -3.788 2.102 -1.241 -0.1 -0.1 0.0 0.07
C -1.799 2.568 -1.903 -0.1 0.1 0.1 -0.26
N -0.652 3.375 -1.524 0.0 0.0 0.0 -0.20
C 0.036 2.943 -0.326 0.1 -0.3 0.0 -0.21
H 0.799 3.695 -0.102 0.0 0.0 0.1 0.12
C 0.706 1.558 -0.385 0.0 0.3 0.2 -0.18
C 1.404 1.244 0.937 0.0 -0.2 -0.1 -0.16
H 0.699 1.401 1.758 0.0 0.0 0.1 0.12
C 1.957 -0.184 1.059 0.3 0.2 0.0 -0.37
N 0.853 -1.112 1.151 -0.5 0.1 -0.2 0.07
C 0.903 -2.367 1.661 0.2 -0.2 0.3 -0.20
C 2.004 -2.860 2.351 -0.1 0.4 -0.3 -0.01
C 1.969 -4.149 2.876 -0.2 -0.2 0.0 -0.15
N 0.960 -4.973 2.766 0.4 -0.5 0.4 0.09
C -0.131 -4.538 2.109 -0.2 0.6 -0.3 -0.23
C -1.217 -5.431 1.998 -0.3 0.1 -0.1 -0.04
C -2.356 -5.048 1.349 0.3 -0.1 0.2 -0.67
C -2.473 -3.770 0.786 0.0 0.2 -0.1 -0.11
C -1.428 -2.892 0.883 -0.1 0.0 -0.1 -0.02
C -0.230 -3.239 1.535 0.1 -0.5 0.2 -0.08
H -1.553 -1.910 0.446 0.0 0.1 0.0 0.10
H -3.386 -3.491 0.284 -0.1 0.0 0.0 0.10
Cl -3.690 -6.140 1.210 -0.1 -0.1 0.0 0.67
H -1.113 -6.408 2.440 0.0 -0.1 0.0 0.11
H 2.829 -4.532 3.413 0.1 0.0 0.0 0.11
H 2.890 -2.263 2.488 0.1 0.1 0.0 0.10
H 0.082 -0.908 0.537 0.0 0.0 0.1 0.10
H 2.514 -0.235 2.002 -0.1 0.0 -0.1 0.13
C 2.901 -0.553 -0.091 -0.1 0.0 0.3 -0.04
H 3.348 -1.527 0.092 0.1 -0.1 0.0 0.07
H 2.359 -0.601 -1.031 0.0 0.0 -0.1 0.08
H 3.695 0.184 -0.178 0.2 0.1 -0.1 0.08
H 2.229 1.945 1.074 0.0 0.0 0.0 0.12
H 1.428 1.546 -1.202 0.0 -0.1 -0.1 0.11
H -0.059 0.809 -0.598 0.0 -0.1 -0.1 0.10
H -0.682 2.959 0.497 0.1 0.0 0.1 0.11
C 0.230 3.638 -2.650 -0.1 0.2 -0.1 -0.27
C -0.294 4.783 -3.514 0.2 -0.2 0.1 -0.09
H -0.487 5.652 -2.891 0.0 0.1 0.0 0.08
H -1.216 4.512 -4.021 -0.1 0.0 -0.1 0.06
H 0.445 5.045 -4.267 0.0 0.1 -0.2 0.07
H 1.205 3.929 -2.254 0.0 -0.1 0.0 0.11
H 0.375 2.742 -3.278 0.1 0.0 0.1 0.12
H -2.232 3.036 -2.790 0.0 -0.1 0.0 0.11
H -1.508 1.540 -2.189 0.0 0.1 0.0 0.11
```
Positions in Å, forces in eV/Å.

As for the SMILES: CCN(CC)CCC[C@H](C)Nc1ccnc2cc(Cl)ccc12. The calculation puts the energy above the lowest of the compared OMol25 structures with the same formula, charge and spin at 1.44 kcal per mole. The calculated total energy is -1325.962133 Ha. Its HOMO energy is -8.1 eV. The orbital gap comes out at 0.3122 Eh.

Below is AlH10O5 as an isolated structure in a non-equilibrium geometry, with properties calculated with wB97M-V/def2-TZVPD.

```
16
Properties=species:S:1:pos:R:3:forces:R:3:lowdin_spin:R:1
Al 0.171 0.467 -0.208 -0.5 -0.7 0.5 0.58
O -0.718 2.629 -2.024 0.8 -0.9 0.9 0.10
H -0.148 2.581 -2.792 0.1 0.0 -0.4 0.00
H -1.451 3.177 -2.304 -0.7 0.2 0.1 0.00
O -1.353 -2.001 0.532 0.7 0.7 -0.5 0.07
H -1.726 -2.684 -0.025 -0.2 -0.3 -0.5 0.00
H -1.762 -2.138 1.386 0.0 0.0 0.3 0.00
O -1.214 0.113 2.405 0.4 0.4 -0.9 0.07
H -1.984 -0.436 2.553 -0.5 0.0 0.0 0.00
H -0.820 0.212 3.271 0.3 0.2 0.4 0.00
O 1.580 -1.075 1.905 -0.5 0.4 -1.1 0.07
H 1.764 -1.076 2.845 0.1 0.3 0.5 0.00
H 2.028 -1.853 1.573 0.3 -0.4 -0.2 0.00
O 1.604 0.610 -2.774 -1.0 0.0 1.0 0.10
H 1.808 1.464 -3.153 0.3 0.5 -0.1 0.00
H 2.223 0.009 -3.189 0.4 -0.5 -0.1 0.00
```
Positions in Å, forces in eV/Å.

The calculation puts the energy above the lowest of the compared OMol25 structures with the same formula, charge and spin at 9.91 kcal per mole. The calculated total energy is -623.893164 Ha. Its HOMO energy (alpha / beta) is -19.5 / -19.4 eV. The expectation value of S² is 0.754. The orbital gap (alpha / beta) comes out at 0.3681 / 0.1915 Eh. The charge is +2. Its multiplicity is 2.

Among the records above, which one has the lowest energy above the lowest of the compared OMol25 structures with the same formula, charge and spin?
C18H26ClN3